153
Properties=species:S:1:pos:R:3 method="wB97M-V/def2-TZVPD" homo_lumo_gap_ha=0.2890 max_force_ha_per_bohr=0.0277 mol_weight_g_mol=918.4 lumo_ev=-0.6854
C -4.055 -2.564 -1.574
C -4.405 -1.781 -0.281
C -4.662 -2.819 0.818
C -4.319 -2.369 2.236
C -2.864 -1.912 2.441
C -1.962 -3.021 3.046
C -1.193 -2.560 4.278
C 0.046 -1.715 3.928
C 1.195 -2.586 3.395
C 2.104 -3.140 4.498
C 3.336 -2.296 4.825
C 4.236 -1.949 3.629
C 5.535 -2.794 3.593
C 6.085 -2.931 2.152
C 6.787 -1.687 1.650
C 6.080 -0.557 1.143
F 4.732 -0.629 1.055
C 6.646 0.596 0.708
C 8.057 0.702 0.764
N 8.781 1.765 0.405
S 10.320 1.313 0.657
N 10.119 -0.163 1.204
C 8.800 -0.409 1.231
C 8.162 -1.608 1.669
N 9.013 -2.648 2.118
H -4.975 -2.989 -1.978
H -3.588 -1.937 -2.331
H -3.390 -3.392 -1.338
H -5.273 -1.158 -0.471
H -3.567 -1.116 -0.081
H -5.740 -3.013 0.811
H -4.194 -3.767 0.580
H -4.982 -1.580 2.592
H -4.495 -3.217 2.899
H -2.835 -1.063 3.125
H -2.396 -1.601 1.511
H -2.546 -3.891 3.345
H -1.290 -3.375 2.263
H -0.872 -3.396 4.903
H -1.859 -1.927 4.868
H 0.351 -1.058 4.742
H -0.260 -1.060 3.107
H 0.740 -3.438 2.891
H 1.725 -2.036 2.621
H 1.502 -3.183 5.409
H 2.374 -4.172 4.277
H 3.081 -1.397 5.384
H 3.948 -2.887 5.512
H 4.556 -0.913 3.730
H 3.750 -2.064 2.669
H 5.320 -3.793 3.965
H 6.291 -2.276 4.177
H 6.813 -3.734 2.190
H 5.301 -3.220 1.451
H 6.017 1.395 0.348
H 8.683 -3.540 1.767
H 9.909 -2.514 1.655
C -7.543 -7.497 1.594
C -7.734 -6.082 1.058
C -6.979 -5.834 -0.253
C -5.539 -6.015 -0.070
N -4.408 -6.137 0.084
H -6.497 -7.696 1.831
H -8.119 -7.639 2.508
H -7.876 -8.241 0.867
H -7.402 -5.363 1.809
H -8.796 -5.899 0.889
H -7.156 -4.816 -0.604
H -7.320 -6.522 -1.028
C -8.766 2.576 -0.444
C -7.886 1.709 -1.336
C -8.434 0.292 -1.532
C -8.536 -0.425 -0.258
N -8.616 -0.985 0.738
H -8.834 2.167 0.565
H -8.350 3.577 -0.361
H -9.778 2.661 -0.849
H -6.885 1.653 -0.910
H -7.790 2.183 -2.314
H -7.775 -0.274 -2.189
H -9.425 0.325 -1.989
C 6.321 -2.467 -4.630
C 6.070 -1.810 -3.277
C 6.677 -2.598 -2.111
C 6.098 -3.940 -2.031
N 5.638 -4.987 -1.969
H 5.857 -3.452 -4.687
H 5.901 -1.860 -5.432
H 7.391 -2.581 -4.819
H 4.995 -1.701 -3.123
H 6.497 -0.805 -3.279
H 6.487 -2.084 -1.167
H 7.758 -2.688 -2.232
C -8.959 7.387 1.553
C -9.626 6.222 2.274
C -8.635 5.385 3.095
C -7.604 4.801 2.235
N -6.810 4.333 1.557
H -8.223 7.038 0.827
H -9.703 7.969 1.009
H -8.456 8.053 2.257
H -10.125 5.589 1.545
H -10.394 6.607 2.942
H -9.156 4.574 3.604
H -8.147 6.000 3.853
C -5.171 -0.445 -6.304
C -4.447 0.853 -5.967
C -3.706 0.791 -4.625
C -4.638 0.538 -3.526
N -5.372 0.341 -2.669
H -5.944 -0.672 -5.569
H -5.658 -0.368 -7.276
H -4.476 -1.285 -6.340
H -5.166 1.674 -5.947
H -3.725 1.079 -6.753
H -3.191 1.731 -4.430
H -2.960 -0.006 -4.638
C 11.940 -0.739 -1.625
C 13.447 -0.558 -1.487
C 14.116 -0.102 -2.790
C 13.910 -1.088 -3.854
N 13.748 -1.864 -4.680
H 11.698 -1.517 -2.351
H 11.506 -1.033 -0.675
H 11.462 0.190 -1.946
H 13.894 -1.497 -1.158
H 13.652 0.183 -0.712
H 15.188 0.030 -2.639
H 13.703 0.854 -3.115
C -14.977 8.627 2.613
C -15.016 7.321 3.400
C -13.628 6.700 3.592
C -13.010 6.387 2.302
N -12.527 6.148 1.292
H -14.598 8.471 1.602
H -15.978 9.049 2.525
H -14.342 9.364 3.107
H -15.665 6.610 2.886
H -15.456 7.504 4.382
H -13.701 5.779 4.172
H -12.975 7.387 4.133
C 13.900 4.730 -4.269
C 14.942 4.515 -5.361
C 15.630 3.149 -5.267
C 16.333 3.002 -3.990
N 16.879 2.892 -2.989
H 14.353 4.713 -3.277
H 13.414 5.698 -4.390
H 13.128 3.959 -4.306
H 15.692 5.305 -5.304
H 14.463 4.598 -6.338
H 16.354 3.029 -6.073
H 14.896 2.345 -5.354

=====

171
Properties=species:S:1:pos:R:3 method="wB97M-V/def2-TZVPD" homo_lumo_gap_ha=0.2368 max_force_ha_per_bohr=0.1651 mol_weight_g_mol=1176.4 charge=+1 lumo_ev=-4.1475
C 0.221 2.492 6.748
C 1.305 3.384 5.904
N 0.807 3.953 4.600
N 0.809 3.041 3.561
C -0.483 2.251 3.261
C -1.897 2.455 4.094
C -2.497 1.057 4.738
C -3.696 1.508 5.815
C -5.215 1.314 5.177
O -6.229 1.102 6.039
O -5.556 1.404 3.749
C -6.396 0.282 3.301
C -8.028 0.575 3.421
C -0.563 1.128 2.024
O -1.782 0.376 1.668
C 0.787 0.829 1.143
C 0.698 -0.321 -0.035
C 1.601 -1.654 0.411
C 0.939 -2.457 1.708
C -0.330 -3.404 1.294
C 0.105 -4.970 0.895
F 1.467 -5.334 1.347
F 0.191 -4.937 -0.616
C -1.071 -6.049 1.237
F -0.949 -7.161 0.232
F -2.399 -5.382 0.991
S -1.070 -6.789 2.941
F 0.370 -7.685 2.713
F -0.292 -5.463 3.686
F -2.598 -6.008 3.252
F -1.998 -8.135 2.334
F -1.204 -7.510 4.496
C 2.133 1.710 1.516
C 3.479 1.380 0.607
C 2.103 2.848 2.742
C 3.504 3.656 2.998
C 4.477 2.768 4.029
F 3.344 5.072 3.431
H 0.805 2.026 7.672
H -0.681 3.099 7.181
H -0.080 1.581 6.069
H 2.215 2.686 5.661
H 1.743 4.281 6.549
H -0.082 4.488 4.685
H -2.698 2.806 3.288
H -1.831 3.223 4.975
H -1.690 0.368 5.234
H -3.062 0.377 3.941
H -3.626 0.775 6.734
H -3.569 2.604 6.207
H -6.205 0.055 2.146
H -6.206 -0.725 3.878
H -8.442 0.260 4.488
H -8.585 -0.082 2.621
H -8.303 1.704 3.187
H -1.679 -0.544 2.058
H -0.382 -0.726 -0.240
H 1.154 0.092 -1.038
H 1.738 -2.357 -0.530
H 2.681 -1.297 0.759
H 0.502 -1.621 2.441
H 1.791 -2.988 2.310
H -1.127 -3.358 2.150
H -0.835 -2.896 0.340
H 4.053 2.354 0.253
H 3.260 0.751 -0.355
H 4.157 0.685 1.302
H 4.131 3.710 1.983
H 4.084 1.654 4.161
H 5.545 2.650 3.509
H 4.680 3.312 5.046
C 2.380 5.241 -1.217
C 3.448 4.612 -2.072
O 3.314 3.478 -2.530
C 4.686 5.423 -2.344
H 1.546 4.540 -1.105
H 2.782 5.466 -0.226
H 2.010 6.152 -1.695
H 5.191 5.657 -1.403
H 4.419 6.343 -2.871
H 5.369 4.843 -2.973
C -3.620 7.489 5.472
C -2.552 6.860 4.617
O -2.686 5.726 4.159
C -1.314 7.672 4.345
H -4.454 6.788 5.584
H -3.218 7.715 6.463
H -3.990 8.400 4.994
H -0.809 7.906 5.286
H -1.581 8.591 3.817
H -0.631 7.091 3.716
C -1.767 -3.422 -2.896
C -2.339 -2.251 -2.142
O -2.045 -2.044 -0.966
C -3.285 -1.344 -2.883
H -1.102 -3.988 -2.236
H -2.574 -4.080 -3.228
H -1.190 -3.066 -3.753
H -4.159 -1.910 -3.215
H -2.775 -0.895 -3.739
H -3.618 -0.543 -2.215
C -1.820 -11.738 2.673
C -0.752 -12.367 1.818
O -0.886 -13.500 1.360
C 0.486 -11.555 1.546
H -2.654 -12.438 2.785
H -1.418 -11.512 3.663
H -2.190 -10.827 2.195
H 0.991 -11.321 2.486
H 0.219 -10.636 1.018
H 1.169 -12.135 0.916
C -5.729 3.794 1.363
C -6.848 3.494 0.402
O -7.779 2.754 0.717
C -6.785 4.135 -0.958
H -5.907 3.263 2.305
H -4.779 3.453 0.945
H -5.692 4.867 1.568
H -5.882 3.809 -1.480
H -6.795 5.223 -0.857
H -7.658 3.829 -1.544
C 5.877 0.843 -6.577
C 5.729 1.477 -5.219
O 6.562 2.275 -4.792
C 4.522 1.097 -4.404
H 6.794 1.210 -7.050
H 5.947 -0.242 -6.474
H 5.026 1.112 -7.207
H 4.531 0.022 -4.205
H 3.610 1.377 -4.938
H 4.546 1.631 -3.449
C 0.872 -2.346 5.831
C 1.814 -1.195 5.602
O 1.410 -0.115 5.173
C 3.269 -1.416 5.917
H -0.145 -2.042 5.560
H 1.162 -3.194 5.205
H 0.882 -2.631 6.886
H 3.666 -2.222 5.295
H 3.387 -1.659 6.976
H 3.830 -0.500 5.704
C 5.371 4.781 -6.740
C 4.252 4.481 -7.701
O 3.321 3.740 -7.387
C 4.315 5.121 -9.062
H 5.193 4.250 -5.799
H 6.321 4.440 -7.159
H 5.408 5.854 -6.536
H 5.218 4.796 -9.584
H 4.305 6.210 -8.961
H 3.442 4.815 -9.648
C -2.130 -6.171 -5.870
C -3.446 -5.441 -5.831
O -3.569 -4.377 -5.228
C -4.607 -6.066 -6.558
H -1.384 -5.604 -5.303
H -2.238 -7.158 -5.415
H -1.787 -6.263 -6.904
H -4.826 -7.049 -6.134
H -4.375 -6.153 -7.622
H -5.491 -5.430 -6.443
C 4.677 0.206 -11.718
C 4.529 0.839 -10.361
O 5.362 1.637 -9.934
C 3.322 0.459 -9.546
H 5.594 0.573 -12.192
H 4.747 -0.880 -11.616
H 3.826 0.475 -12.349
H 3.331 -0.615 -9.347
H 2.410 0.739 -10.080
H 3.346 0.993 -8.590

=====

164
Properties=species:S:1:pos:R:3 method="wB97M-V/def2-TZVPD" homo_lumo_gap_ha=0.3118 max_force_ha_per_bohr=0.0502 mol_weight_g_mol=1012.0 charge=+1 lumo_ev=-2.8575 e_above_lowest_kcal_mol=21.2
C 5.294 2.311 -3.824
C 3.863 2.345 -4.426
O 3.359 3.689 -4.335
P 1.840 3.868 -3.767
O 1.607 5.308 -3.683
C 0.785 3.054 -5.006
C -0.607 2.522 -4.572
C -0.646 1.151 -3.905
C -0.115 -0.112 -4.740
B 0.005 0.019 -6.332
C 1.448 0.038 -7.030
O -1.090 0.073 -7.140
C -1.043 -1.283 -4.344
C -0.517 -2.727 -4.164
C 1.008 -2.881 -4.192
C 1.570 -2.469 -2.845
C 1.196 -3.131 -1.711
C 1.642 -2.776 -0.481
C 2.490 -1.719 -0.378
C 2.914 -1.057 -1.473
C 2.452 -1.443 -2.700
N -1.747 -0.748 -3.160
O -2.789 -1.547 -2.686
C -2.018 0.738 -3.321
C -2.436 1.267 -1.921
S -1.338 2.516 -1.183
C -2.343 4.035 -1.214
C -1.464 5.271 -1.418
B -3.280 0.880 -4.356
O -3.053 1.292 -5.656
C -4.765 0.544 -3.961
C -5.204 -0.824 -4.595
O 1.800 3.122 -2.353
C 2.873 3.545 -1.446
C 2.324 3.704 -0.015
H 5.413 1.502 -3.105
H 5.470 3.261 -3.322
H 6.014 2.240 -4.639
H 3.944 2.007 -5.465
H 3.218 1.623 -3.909
H 0.586 3.840 -5.737
H 1.402 2.311 -5.521
H -1.255 2.593 -5.448
H -1.014 3.229 -3.839
H 0.127 1.217 -3.126
H 0.919 -0.189 -4.431
H 1.768 1.045 -7.306
H 1.432 -0.631 -7.898
H 2.180 -0.391 -6.338
H -0.828 0.089 -8.080
H -1.717 -1.350 -5.206
H -0.966 -3.378 -4.916
H -0.892 -3.105 -3.209
H 1.247 -3.942 -4.320
H 1.476 -2.353 -5.024
H 0.520 -3.976 -1.834
H 1.322 -3.338 0.388
H 2.827 -1.428 0.613
H 3.599 -0.220 -1.424
H 2.770 -0.914 -3.597
H -1.018 -0.757 -2.427
H -2.463 -1.960 -1.857
H -2.490 0.451 -1.194
H -3.434 1.704 -1.921
H -3.018 3.951 -2.075
H -2.994 4.116 -0.342
H -2.003 6.188 -1.173
H -1.164 5.323 -2.465
H -0.573 5.216 -0.791
H -3.181 0.520 -6.246
H -4.912 0.465 -2.882
H -5.407 1.316 -4.392
H -6.204 -0.775 -5.024
H -5.236 -1.579 -3.809
H -4.501 -1.193 -5.350
H 3.345 4.462 -1.797
H 3.602 2.733 -1.452
H 1.238 3.626 -0.056
H 2.753 2.925 0.613
H 2.604 4.679 0.384
C 5.816 -2.079 4.850
C 4.816 -1.107 4.237
C 3.370 -1.607 4.324
C 3.155 -2.804 3.511
N 2.990 -3.733 2.851
H 5.835 -3.028 4.310
H 6.821 -1.657 4.818
H 5.573 -2.282 5.895
H 5.084 -0.916 3.195
H 4.882 -0.152 4.762
H 2.694 -0.822 3.976
H 3.111 -1.812 5.361
C -3.232 3.773 4.170
C -3.471 2.710 3.104
C -2.753 1.390 3.403
C -1.298 1.530 3.357
N -0.153 1.650 3.305
H -2.179 4.054 4.224
H -3.805 4.672 3.943
H -3.542 3.417 5.154
H -3.155 3.092 2.130
H -4.542 2.509 3.035
H -3.053 0.639 2.669
H -3.051 1.012 4.382
C -8.262 -4.459 1.645
C -8.648 -4.107 3.077
C -9.690 -2.990 3.166
C -9.164 -1.714 2.686
N -8.739 -0.708 2.321
H -7.785 -3.616 1.141
H -7.558 -5.293 1.638
H -9.138 -4.754 1.063
H -7.756 -3.820 3.635
H -9.054 -4.995 3.563
H -10.003 -2.868 4.205
H -10.583 -3.258 2.598
C -4.355 -4.147 6.478
C -4.293 -5.366 5.568
C -5.501 -5.447 4.631
C -6.746 -5.672 5.367
N -7.718 -5.852 5.958
H -5.217 -4.195 7.146
H -3.464 -4.083 7.097
H -4.427 -3.227 5.889
H -4.222 -6.274 6.169
H -3.383 -5.317 4.964
H -5.370 -6.263 3.916
H -5.579 -4.526 4.049
C 1.158 -2.970 7.019
C 1.159 -3.074 8.543
C 0.588 -4.386 9.085
C -0.844 -4.542 8.843
N -1.980 -4.631 8.680
H 0.149 -2.974 6.603
H 1.639 -2.038 6.728
H 1.717 -3.797 6.574
H 0.609 -2.232 8.967
H 2.191 -2.989 8.888
H 0.747 -4.426 10.165
H 1.126 -5.233 8.654
C 0.263 7.003 -6.581
C 0.289 6.603 -8.053
C 1.022 7.618 -8.934
C 0.327 8.903 -8.990
N -0.223 9.913 -9.035
H -0.292 7.931 -6.432
H -0.221 6.228 -5.985
H 1.273 7.141 -6.193
H -0.733 6.469 -8.414
H 0.791 5.637 -8.151
H 1.108 7.226 -9.950
H 2.039 7.769 -8.567
C 11.070 -2.837 6.657
C 10.712 -2.142 5.348
C 10.453 -0.641 5.519
C 9.265 -0.373 6.329
N 8.331 -0.162 6.967
H 10.245 -2.793 7.370
H 11.298 -3.887 6.478
H 11.946 -2.376 7.118
H 9.836 -2.623 4.908
H 11.534 -2.270 4.641
H 10.315 -0.181 4.539
H 11.319 -0.159 5.975